[1]
Here is a single H6P4S molecule at a distorted geometry from OMol25. Energies are from ωB97M-V with the def2-TZVPD basis set.

Positions of all 11 atoms, in Å:
1 S 3.56067 0.03019 0.62386
2 P -0.34187 1.39406 0.86777
3 P -1.39597 -0.58577 0.89382
4 P 1.45333 0.69467 -0.06455
5 P -3.30534 -0.30075 -0.15945
6 H 1.91514 1.59398 -1.03841
7 H 1.41573 -0.30775 -1.04778
8 H -2.08582 -0.32419 2.04157
9 H -2.95755 -1.40616 -0.88426
10 H 3.71208 0.46420 -0.60021
11 H -2.96999 0.63654 -1.07573

## Properties
LUMO level in eV: -0.71
DFT total energy in Ha: -1767.09797
Structure (SMILES): [PH2]#[PH]P=[PH2]S
HOMO-LUMO gap in eV: 7.3
Highest occupied orbital energy in eV: -7.99
ΔE to the lowest compared entry with this formula, charge and spin in kcal/mol: 23.93

=====

[2]
Here is a 2-piece molecular cluster, H6S2Si2 overall at a distorted geometry from OMol25. Energies are from ωB97M-V with the def2-TZVPD basis set.

Positions of all 10 atoms, in Å:
1 S -1.16033 1.36405 -0.41257
2 S 0.22429 0.83138 -1.74304
3 Si 2.43633 0.07309 0.06109
4 Si -2.28790 -0.34913 0.24093
5 H -2.56471 0.27224 1.55367
6 H 1.39575 -0.74029 0.88665
7 H -1.35245 -1.45234 0.79117
8 H 3.42452 -0.64682 -0.75451
9 H 2.94186 1.45818 0.33704
10 H -3.05734 -0.81036 -0.96044

## Properties
LUMO level in eV: -0.92
DFT total energy in Ha: -1378.85724
HOMO-LUMO gap in eV: 7.0
Highest occupied orbital energy in eV: -7.94
ΔE to the lowest compared entry with this formula, charge and spin in kcal/mol: 46.51

=====

[3]
Here is a single H7ISi3 molecule at a distorted geometry from OMol25. Energies are from ωB97M-V with the def2-TZVPD basis set.

Positions of all 11 atoms, in Å:
1 I -3.22976 0.11212 0.21773
2 Si -0.41171 0.11361 -0.53844
3 Si 0.39877 2.07972 0.41462
4 Si 0.34813 -2.07855 -0.03918
5 H 0.80693 -2.65272 -1.26240
6 H 0.89389 1.65194 1.63257
7 H -0.77749 2.92104 0.65078
8 H -0.78865 0.00037 -1.99501
9 H 1.55880 2.93548 -0.11961
10 H -0.51203 -3.26893 0.28619
11 H 1.71313 -1.81408 0.75274

## Properties
LUMO level in eV: -1.18
DFT total energy in Ha: -1170.28804
Structure (SMILES): [SiH3][SiH]([SiH3])I
HOMO-LUMO gap in eV: 8.0
Highest occupied orbital energy in eV: -9.14
ΔE to the lowest compared entry with this formula, charge and spin in kcal/mol: 14.22

=====

[4]
Here is a single H7N5O molecule at a distorted geometry from OMol25. Energies are from ωB97M-V with the def2-TZVPD basis set.

Positions of all 13 atoms, in Å:
1 O -1.17724 2.30525 -1.60307
2 N 0.74312 -2.27663 1.24544
3 N -0.00517 -1.07541 1.25123
4 N -0.03509 1.69604 -0.95515
5 N 0.38641 -0.27255 0.16351
6 N -0.46169 0.85340 0.09198
7 H 0.13942 -0.54856 2.12334
8 H 0.34126 -0.78770 -0.71789
9 H 0.44971 2.50768 -0.55369
10 H -1.43550 0.56094 -0.03775
11 H 1.70374 -2.09499 0.94949
12 H -1.00160 2.07420 -2.53534
13 H 0.35263 -2.94167 0.57790

## Properties
LUMO level in eV: 1.09
DFT total energy in Ha: -353.01766
Structure (SMILES): NNNNNO
HOMO-LUMO gap in eV: 8.9
Highest occupied orbital energy in eV: -7.84
ΔE to the lowest compared entry with this formula, charge and spin in kcal/mol: 30.34

=====

- Among the records above, which one has the lowest ΔE to the lowest compared entry with this formula, charge and spin?
  H7ISi3

=====

- Which value of ΔE to the lowest compared entry with this formula, charge and spin does entry 3 give?
  14.22 kcal/mol